Formula: C44H41Cl4F3N8O4PPbS2
Source: the Open Molecules 2025 dataset
Level of theory: wB97M-V/def2-TZVPD

Properties
LUMO ... 2.1 eV
Net charge ... -1
Highest occupied orbital energy ... -4.78 eV
Strongest force on any atom ... 0.3 eV/Å
Frontier orbital gap ... 0.2530 Ha

Last column: Löwdin charge in e.
Atoms and positions in Å:
Pb1 -0.51 0.36 1.33  1.446
O1 0.81 4.70 1.79  -0.027
C1 0.12 3.70 1.53  -0.638
O2 0.04 2.65 2.21  -0.176
C2 -0.66 3.77 0.21  -0.175
C3 -0.96 5.06 -0.31  0.003
C4 -1.57 5.15 -1.52  -0.008
C5 -1.90 3.96 -2.22  -0.164
C6 -2.54 3.97 -3.48  -0.045
C7 -2.89 2.80 -4.09  -0.080
C8 -2.60 1.57 -3.46  -0.065
C9 -1.97 1.53 -2.25  -0.010
C10 -1.58 2.73 -1.61  -0.200
N1 -0.95 2.66 -0.40  0.141
H1 -0.67 5.92 0.27  0.112
H2 -1.82 6.11 -1.95  0.113
H3 -2.77 4.93 -3.94  0.107
H4 -3.38 2.81 -5.05  0.099
H5 -2.91 0.65 -3.94  0.090
H6 -1.80 0.60 -1.73  0.069
N2 0.24 -3.91 -1.28  0.026
C11 0.25 -3.61 0.15  -0.421
C12 1.63 -3.89 0.73  -0.128
C13 1.75 -3.30 2.14  -0.378
N3 1.77 -1.85 2.03  0.034
C14 0.60 -3.78 3.03  -0.112
C15 -0.81 -3.72 2.41  -0.366
N4 -1.30 -2.35 2.34  0.049
C16 -0.80 -4.32 1.00  -0.107
H7 1.27 -2.45 -1.64  -0.131
H8 -0.68 -3.77 -1.68  0.089
H9 0.53 -4.86 -1.49  0.095
H10 0.05 -2.54 0.23  0.087
H11 2.41 -3.48 0.09  0.097
H12 1.78 -4.98 0.78  0.124
H13 2.68 -3.68 2.59  0.132
H14 2.48 -1.50 1.40  0.038
H15 1.95 -1.42 2.93  0.051
H16 0.61 -3.23 3.97  0.113
H17 0.80 -4.83 3.28  0.116
H18 -1.46 -4.34 3.05  0.134
H19 -1.55 -1.98 3.25  0.067
H20 -2.14 -2.30 1.77  0.069
H21 -1.80 -4.21 0.56  0.121
H22 -0.58 -5.39 1.04  0.121
Cl1 -7.40 -0.46 2.77  0.623
C17 -5.89 -0.45 1.92  -0.725
C18 -5.82 -0.87 0.61  -0.725
Cl2 -7.24 -1.40 -0.22  0.624
C19 -4.58 -0.87 -0.05  -0.600
Cl3 -4.46 -1.42 -1.70  0.679
C20 -3.41 -0.46 0.57  -0.439
O3 -2.24 -0.49 -0.01  -0.331
C21 -3.49 0.00 1.93  -0.417
O4 -2.39 0.40 2.54  -0.304
C22 -4.72 -0.02 2.57  -0.607
Cl4 -4.76 0.47 4.23  0.669
N5 3.53 4.51 0.81  0.148
C23 3.88 3.23 0.54  -0.377
C24 3.14 2.16 1.10  -0.082
N6 3.45 0.91 0.87  0.065
C25 4.51 0.67 0.08  -0.181
C26 5.23 1.72 -0.46  -0.145
N7 4.93 3.00 -0.24  0.110
H23 2.62 4.71 1.21  0.056
H24 4.01 5.23 0.30  0.094
H25 2.29 2.37 1.73  0.082
H26 4.77 -0.36 -0.14  0.087
H27 6.08 1.52 -1.11  0.099
F1 1.52 1.07 8.76  0.143
C27 1.35 -0.12 8.15  -0.580
F2 0.45 -0.81 8.88  0.135
F3 2.52 -0.77 8.25  0.135
C28 0.92 0.05 6.72  -0.116
C29 -0.39 -0.18 6.33  0.025
C30 -0.72 0.01 4.99  -0.104
N8 0.17 0.39 4.08  0.035
C31 1.42 0.63 4.47  -0.118
C32 1.85 0.47 5.78  0.017
H28 -1.14 -0.49 7.04  0.121
H29 -1.73 -0.11 4.63  0.083
H30 2.10 0.97 3.70  0.106
H31 2.87 0.67 6.05  0.125
S1 3.68 -1.73 -4.39  0.189
P1 2.03 -1.02 -3.63  0.150
S2 1.79 -1.16 -1.57  0.516
C33 1.82 0.76 -3.94  -0.376
C34 1.84 1.70 -2.92  -0.103
C35 1.72 3.05 -3.22  -0.072
C36 1.56 3.46 -4.53  -0.082
C37 1.53 2.52 -5.55  -0.082
C38 1.67 1.17 -5.26  -0.093
C39 0.55 -1.81 -4.34  -0.374
C40 0.68 -2.58 -5.49  -0.113
C41 -0.44 -3.17 -6.07  -0.086
C42 -1.69 -3.00 -5.49  -0.084
C43 -1.83 -2.23 -4.34  -0.083
C44 -0.71 -1.64 -3.77  -0.098
H32 1.94 1.40 -1.88  0.054
H33 1.73 3.78 -2.42  0.106
H34 1.44 4.51 -4.76  0.101
H35 1.41 2.83 -6.58  0.100
H36 1.67 0.44 -6.06  0.105
H37 1.66 -2.72 -5.92  0.059
H38 -0.33 -3.77 -6.96  0.099
H39 -2.56 -3.47 -5.93  0.101
H40 -2.79 -2.10 -3.87  0.063
H41 -0.82 -1.06 -2.86  0.082